DFT (ωB97M-V with the def2-TZVPD basis set) results for a cluster of 15 separate species, C38H113N7O15 in total at a distorted geometry.

HOMO energy, eV: -8.40
Charge: 0
LUMO, Eh: 0.0042

Element x y z (Å)
O 15.763 5.469 2.195
O 13.925 0.556 -3.967
O 10.704 3.165 0.249
O 12.735 9.253 -5.329
O 7.495 6.795 -1.817
O 11.854 3.437 -8.802
O 7.909 7.129 -6.373
O 10.571 10.325 -1.642
O 9.392 0.534 -5.605
O 16.601 7.209 -9.430
O 10.211 8.298 1.670
O 12.555 8.835 3.058
O 15.078 0.267 -1.648
O 15.521 5.161 -4.589
O 11.385 4.394 -3.591
N 11.443 7.581 -7.469
N 18.517 5.689 1.677
N 11.168 0.544 -3.285
N 13.402 6.585 -3.700
N 14.352 9.617 -7.967
N 9.092 13.814 -1.568
N 11.952 4.956 -6.254
C 8.300 0.132 -4.820
C 13.061 -0.548 -4.310
C 10.021 7.554 0.519
C 13.050 3.999 -8.234
C 14.606 4.639 2.314
C 15.771 4.076 -3.800
C 15.460 8.695 -7.990
C 13.918 2.276 -1.219
C 17.546 6.481 0.912
C 14.990 0.865 0.648
C 15.147 0.559 -4.672
C 9.782 11.398 -1.109
C 15.237 7.608 -6.937
C 12.574 2.549 -6.215
C 11.088 -1.862 -3.520
C 7.305 8.446 -6.351
C 9.870 9.565 -2.692
C 16.995 6.705 -10.657
C 12.936 3.962 -6.719
C 16.204 5.744 0.864
C 11.989 -0.658 -3.256
C 7.452 6.995 -3.212
C 14.198 0.843 -0.675
C 15.561 8.130 -9.441
C 9.631 6.667 -8.767
C 11.486 5.445 -2.583
C 13.134 10.367 -4.530
C 9.365 7.183 -6.254
C 10.142 3.718 -3.512
C 18.076 6.649 -0.566
C 9.983 7.603 -7.596
C 11.887 3.414 -10.210
C 11.375 13.048 -2.176
C 13.578 8.296 2.286
C 12.912 5.990 -2.450
C 9.532 3.782 0.727
C 13.103 7.024 -1.323
C 9.913 12.683 -1.985
H 10.273 -2.094 -2.834
H 13.520 5.116 -2.216
H 14.572 0.491 -2.432
H 16.044 1.123 0.546
H 14.512 6.858 -7.251
H 14.775 3.630 1.937
H 9.702 7.837 -5.450
H 16.362 4.802 0.340
H 15.506 6.267 0.211
H 13.119 7.555 -3.712
H 16.130 7.024 -6.714
H 11.801 6.648 -7.322
H 11.748 1.353 -3.456
H 11.689 8.180 -6.693
H 14.564 8.174 2.734
H 16.421 9.177 -7.811
H 17.822 5.815 -1.220
H 14.826 2.859 -1.376
H 10.164 11.549 -0.100
H 10.885 3.302 -10.626
H 17.684 5.866 -10.551
H 11.775 4.584 -5.332
H 13.121 1.754 -6.722
H 13.669 -1.448 -4.401
H 15.871 9.032 -9.968
H 7.004 7.981 -3.334
H 8.546 6.567 -8.762
H 11.698 -2.764 -3.552
H 10.055 2.826 -4.131
H 14.911 3.411 -3.729
H 13.169 7.333 1.978
H 15.674 -0.357 -4.404
H 14.626 7.702 -9.803
H 12.232 4.355 -10.639
H 7.913 0.981 -4.256
H 19.131 6.832 -0.768
H 12.870 6.591 -0.350
H 11.085 5.139 -1.617
H 8.153 13.444 -1.517
H 12.715 6.176 -4.317
H 12.646 2.400 -5.138
H 12.602 7.988 -1.419
H 15.044 -0.118 1.117
H 9.384 8.665 1.992
H 13.295 0.264 -0.480
H 10.534 2.258 -0.016
H 17.942 5.388 2.450
H 7.581 8.973 -7.264
H 11.811 12.296 -2.833
H 9.715 6.206 -5.920
H 12.497 2.657 -10.703
H 16.045 4.432 -2.807
H 14.848 5.701 -4.168
H 17.423 7.493 1.298
H 11.706 8.748 2.619
H 13.944 3.431 -8.490
H 12.609 -0.329 -5.278
H 6.228 8.281 -6.375
H 14.817 8.104 -6.062
H 10.091 5.686 -8.652
H 8.463 7.181 -3.574
H 13.318 2.262 -2.128
H 8.768 3.961 -0.029
H 9.070 7.023 0.550
H 7.538 -0.239 -5.505
H 11.070 4.702 -6.674
H 13.258 9.446 -6.110
H 7.611 9.025 -5.479
H 6.965 6.173 -3.736
H 12.728 11.215 -5.082
H 16.610 3.512 -4.208
H 14.967 0.694 -5.738
H 15.762 1.418 -4.403
H 9.766 4.773 1.117
H 10.853 6.872 0.341
H 10.024 7.114 -9.681
H 11.549 2.260 -6.449
H 13.532 9.268 -8.441
H 8.739 11.166 -0.891
H 9.118 1.338 -6.052
H 13.765 8.883 1.387
H 14.137 7.344 -1.192
H 9.921 3.554 -2.457
H 12.428 -0.711 -2.260
H 13.779 5.016 1.712
H 10.885 6.290 -2.921
H 10.538 0.479 -4.072
H 13.361 2.842 -0.472
H 12.586 10.365 -3.587
H 9.005 9.125 -2.195
H 14.481 10.485 -8.468
H 11.467 14.026 -2.649
H 9.530 10.167 -3.535
H 16.089 6.349 -11.148
H 14.179 10.603 -4.328
H 14.244 4.556 3.339
H 12.020 13.094 -1.299
H 6.601 6.873 -1.475
H 8.633 -0.705 -4.207
H 9.343 4.317 -3.949
H 9.546 12.354 -2.957
H 9.349 14.117 -0.640
H 18.631 4.888 1.072
H 10.543 8.795 -3.069
H 9.111 3.113 1.477
H 9.670 8.645 -7.669
H 13.891 4.254 -6.281
H 14.597 1.577 1.373
H 10.679 -1.768 -4.526
H 9.974 8.232 -0.332
H 17.551 7.441 -11.237
H 13.206 5.004 -8.628
H 17.659 7.518 -1.075

Here are the Mulliken charges for atoms 1 to 99, given in e: atom 1 (O): -0.484, atom 2 (O): -0.043, atom 3 (O): -0.324, atom 4 (O): -0.544, atom 5 (O): -0.424, atom 6 (O): -0.289, atom 7 (O): -0.477, atom 8 (O): 0.021, atom 9 (O): -0.428, atom 10 (O): -0.271, atom 11 (O): -0.456, atom 12 (O): -0.641, atom 13 (O): -0.666, atom 14 (O): -0.706, atom 15 (O): 1.468, atom 16 (N): -0.167, atom 17 (N): -0.794, atom 18 (N): -0.191, atom 19 (N): 0.175, atom 20 (N): -0.552, atom 21 (N): -0.710, atom 22 (N): 2.278, atom 23 (C): -0.602, atom 24 (C): -0.735, atom 25 (C): 0.579, atom 26 (C): -1.280, atom 27 (C): -0.215, atom 28 (C): 0.435, atom 29 (C): 0.226, atom 30 (C): -0.211, atom 31 (C): 0.296, atom 32 (C): -1.730, atom 33 (C): -0.800, atom 34 (C): -0.993, atom 35 (C): -0.729, atom 36 (C): -0.919, atom 37 (C): -1.907, atom 38 (C): -0.602, atom 39 (C): -0.833, atom 40 (C): -0.786, atom 41 (C): 0.709, atom 42 (C): 0.424, atom 43 (C): 0.914, atom 44 (C): -0.522, atom 45 (C): 0.877, atom 46 (C): -0.725, atom 47 (C): -1.587, atom 48 (C): -1.344, atom 49 (C): -0.540, atom 50 (C): 0.659, atom 51 (C): -0.612, atom 52 (C): -1.399, atom 53 (C): 0.383, atom 54 (C): -0.944, atom 55 (C): -0.964, atom 56 (C): -0.197, atom 57 (C): 3.074, atom 58 (C): -0.560, atom 59 (C): -1.425, atom 60 (C): 0.533, atom 61 (H): 0.368, atom 62 (H): -1.296, atom 63 (H): 0.541, atom 64 (H): 0.381, atom 65 (H): -0.315, atom 66 (H): 0.059, atom 67 (H): -0.134, atom 68 (H): 0.233, atom 69 (H): -0.322, atom 70 (H): -0.203, atom 71 (H): 0.552, atom 72 (H): -0.146, atom 73 (H): -0.544, atom 74 (H): 0.312, atom 75 (H): 0.283, atom 76 (H): 0.410, atom 77 (H): 0.213, atom 78 (H): 0.096, atom 79 (H): 0.399, atom 80 (H): 0.291, atom 81 (H): 0.247, atom 82 (H): -1.465, atom 83 (H): 0.639, atom 84 (H): 0.657, atom 85 (H): 0.370, atom 86 (H): 0.539, atom 87 (H): 0.377, atom 88 (H): 0.448, atom 89 (H): -0.285, atom 90 (H): -0.751, atom 91 (H): -0.041, atom 92 (H): 0.356, atom 93 (H): 0.394, atom 94 (H): 0.302, atom 95 (H): 0.233, atom 96 (H): 0.426, atom 97 (H): 0.259, atom 98 (H): 0.004, atom 99 (H): 0.279